A 6-piece molecular cluster, C55H49F9N2O11 overall in a non-equilibrium geometry. Source: OMol25; level of theory: ωB97M-V with the def2-TZVPD basis set.

The value obtained for the calculated total energy is -107783.9971 eV. The SMILES is CC(C)CC[C@@H](C#N)[C@](C#N)(CCC(F)(F)C(F)(F)C(F)(F)C(F)(F)F)C[C@H](C)OCc1ccccc1.O=C1C=CC(=O)C=C1.O=C1C=CC(=O)C=C1.O=C1C=CC(=O)C=C1.O=C1C=CC(=O)C=C1.O=C1C=CC(=O)C=C1. The max |F| is 1.4 eV/A.

ORCA input file:
```
! wB97M-V def2-TZVPD RIJCOSX def2/J DEFGRID3
* xyz 0 1
C 5.5280 3.1693 -6.6489
O -8.8161 -9.9930 0.8353
C 0.1318 5.8873 -2.1505
H -2.7628 -10.4033 -0.3518
H -2.5665 2.0880 -0.5343
H -5.3022 -3.7237 6.6061
O -4.6454 -5.6160 4.9599
C 1.0643 3.7533 -1.5267
F 1.4491 -1.4107 -0.1941
C 11.0311 4.5071 3.2057
H 1.7717 10.6969 -0.2840
H -4.0261 -4.8114 2.5723
N -1.9723 0.5217 -3.3224
N -1.7216 -1.2342 -0.1978
H -1.9060 -8.0817 -0.0443
C -1.8125 2.0822 0.2538
H -11.5487 -10.5243 -2.6495
C -2.5148 1.6340 1.5350
C 0.6130 7.2337 -1.6541
H -2.0279 -0.6731 2.6094
H 6.5092 1.5048 -5.6138
H 2.1861 3.9807 -6.2820
O 2.1734 1.9611 -4.6606
O 1.2005 4.9579 -2.2727
C 8.9642 5.4839 2.3122
H -1.0575 3.4215 -1.9396
H 0.4854 1.9043 2.5789
C 2.2154 0.7187 -0.9199
F 3.6498 2.3623 1.2698
H -4.0662 -2.4056 1.9125
C 4.6178 0.1898 1.0397
C -1.1989 0.8990 -2.5779
C -9.0018 -10.3135 -0.3210
C 8.4412 4.1212 2.0426
C -0.6859 1.1557 -0.2120
H -0.6157 3.2962 2.4129
C 1.4422 9.7505 -0.6824
O 11.1590 2.1565 3.1984
C 1.8593 7.3943 -1.0442
C -1.2228 -0.0547 2.9956
H 3.2380 8.7153 -0.0808
H 7.4542 4.0647 1.6023
H 1.9355 4.6103 0.2275
F 3.5636 -1.8972 1.3221
C 4.2325 3.8752 -6.8219
C 2.2744 8.6409 -0.5591
C 4.5272 1.5248 1.8247
O -3.3145 -6.2051 1.0517
C 4.4629 1.6130 -5.0770
F 5.7421 2.1050 1.7644
C -3.3537 -9.6213 0.1079
F 5.5303 -0.5424 1.7133
C -0.1010 2.9285 -2.0814
C 1.0619 4.0201 -0.0322
C -5.0449 -3.3895 5.6088
H -2.2873 1.6363 3.6392
H 12.0181 4.5622 3.6467
H 2.0073 1.3964 -0.1009
H -3.0974 0.7360 1.3543
C 2.5566 -0.6519 -0.3743
O 8.3120 6.4713 2.0502
C 5.5560 2.0057 -5.7247
H -1.0923 -0.2901 4.0467
H -1.1559 8.2627 -2.2966
H 4.4604 0.7675 -4.3997
H -3.2405 2.3984 1.8028
C -10.3558 -10.2303 -0.9239
H 4.2335 4.7195 -7.4990
C -0.1994 8.3598 -1.8009
O -5.1298 -11.1358 0.4004
O 6.5237 3.5273 -7.2366
C -0.4432 2.3541 2.9266
C -1.6408 1.4069 2.7950
H -5.3409 -1.3193 5.9469
H -0.2784 6.0336 -3.1478
H 3.1372 1.0751 -1.3713
C 10.3164 5.5909 2.9161
F 3.3359 -1.3189 -1.2717
H -0.2786 2.6006 3.9725
O -4.7312 -0.5112 3.5608
C -5.0658 -2.1073 5.2572
C 1.1369 0.6953 -2.0132
H 0.1227 1.1474 0.5118
H -0.4334 10.4634 -1.4360
H 2.5377 6.5645 -0.9422
C -0.1740 1.4404 -1.6708
C 9.1552 3.0371 2.3323
C 3.1722 2.3208 -5.2531
C -4.7173 -10.0021 0.5523
H 10.6787 6.5936 3.1037
C -5.5547 -8.9560 1.1871
C -2.8964 -8.3835 0.2716
C 0.2090 9.6037 -1.3197
C -3.7333 -7.3342 0.9050
H 0.1994 4.6082 0.2725
C -8.1105 -11.1423 -2.4474
H 0.0634 2.9046 -3.1569
H 0.9085 -0.3313 -2.2773
C -4.6621 -4.4464 4.6376
C 10.5076 3.1437 2.9362
H -0.6480 5.5282 -1.4834
H -0.3402 -0.3070 2.4131
C 3.1402 3.4811 -6.1733
C -4.3265 -2.7381 2.9107
H -7.3195 -11.4991 -3.0949
C -4.7103 -1.6817 3.8794
C -7.8909 -10.7971 -1.1803
H 1.9722 3.1992 -1.7597
H -1.4881 3.1092 0.3764
C -9.4628 -11.0601 -3.0528
F 5.1088 0.4271 -0.1849
F 4.2311 1.3143 3.0961
C -4.3038 -4.0219 3.2621
C 3.2762 -0.6225 0.9926
H -6.9036 -10.8579 -0.7272
C -5.0956 -7.7178 1.3507
H -5.6870 -6.9381 1.8139
H 1.5486 1.1697 -2.9006
H 8.7916 2.0346 2.1450
H -11.1472 -9.8741 -0.2767
H -6.5458 -9.2588 1.5030
H 1.0992 3.1209 0.5703
F 2.4070 -0.1482 1.9113
O -9.6587 -11.3736 -4.2070
C -1.2352 -0.2068 -0.1816
C -10.5702 -10.5768 -2.1896
*
```

---

A 10-piece molecular cluster, C55H50F5N5 overall in a non-equilibrium geometry. Source: OMol25; level of theory: ωB97M-V with the def2-TZVPD basis set.

The value obtained for the calculated total energy is -78880.3959 eV. The SMILES is Fc1ccccc1.Fc1ccccc1.Fc1ccccc1.Fc1ccccc1.Fc1ccccc1.c1ccncc1.c1ccncc1.c1ccncc1.c1ccncc1.c1ccncc1. The max |F| is 3.9 eV/A.

ORCA input file:
```
! wB97M-V def2-TZVPD RIJCOSX def2/J DEFGRID3
* xyz 0 1
C 12.8132 10.8696 12.4733
H 13.3303 10.3526 13.3147
C 18.8868 13.2504 7.6319
N 13.9994 15.4223 11.7765
C 14.7958 17.5866 11.0586
H 19.1693 20.8630 14.1220
C 12.5067 17.8742 7.5569
H 17.1244 15.1058 10.5942
H 11.9123 13.7993 11.0905
H 11.3057 16.4322 8.5493
C 10.7278 20.1062 12.6589
C 17.7715 20.6234 6.6148
C 19.5886 11.5593 9.1529
C 15.8886 21.8136 13.4292
H 16.4477 19.1108 7.4962
H 17.8555 14.9032 8.6211
N 18.2595 13.3923 9.8845
H 12.2510 18.9892 13.6605
N 15.8532 21.6895 12.1383
C 9.1534 13.7466 12.3933
C 11.4739 11.8976 10.2399
H 14.9761 13.8334 7.8064
H 9.5972 16.1853 14.7814
F 7.1077 16.9670 13.8587
H 12.3114 8.9115 11.6662
F 11.7831 23.2347 15.1514
C 12.2547 16.6126 8.0650
C 10.1025 21.3718 12.5443
C 18.2069 21.0524 13.6568
C 16.2220 15.6090 10.8829
C 12.8031 12.2477 12.2274
C 12.2004 9.9977 11.5668
H 16.9734 21.8065 15.2940
F 20.6294 16.0546 8.6715
H 20.7472 21.3051 8.2841
C 19.7562 20.8790 8.0302
C 21.0369 16.7899 9.7531
C 17.0134 21.5607 14.2097
H 13.2250 12.8986 12.9837
C 14.2226 12.2533 6.5360
C 18.2490 13.8448 8.6453
C 22.7326 18.0870 10.7732
C 11.6514 19.8711 13.6301
H 10.2609 23.4945 13.0445
C 13.8745 16.7503 11.6336
C 12.0698 12.7399 11.1541
H 17.1057 20.8642 5.8167
H 16.9773 21.0874 10.4495
H 14.9568 22.1984 13.8600
C 18.1060 20.8368 12.2838
C 16.9653 21.2475 11.5366
C 11.5744 10.4935 10.4825
H 13.9660 19.1198 6.6334
H 19.2737 22.1563 6.2568
H 13.7214 12.9721 5.8847
H 19.9636 18.2723 12.7134
C 14.6839 10.0043 7.2333
H 15.6021 17.0731 6.5339
C 17.3761 19.6549 7.5598
C 9.6948 14.4690 13.4809
C 7.8646 15.8924 13.4821
C 10.5397 22.4130 13.3063
C 18.9651 21.3087 6.9134
C 15.3402 10.4850 8.3451
H 10.9657 12.3294 9.3496
H 10.5368 19.3200 11.9366
H 6.2343 15.4447 12.2220
H 22.0907 19.2406 12.4247
F 15.8839 9.6546 9.2796
C 13.7214 18.0956 6.9839
H 15.8355 12.1763 9.4899
H 9.3800 21.5460 11.7819
H 20.1860 10.7134 9.2827
C 15.3853 11.8404 8.5931
H 18.5991 11.8537 11.1253
H 23.1273 16.9613 9.0295
H 18.9455 20.3771 11.7500
N 14.3828 15.8752 7.4554
C 11.3937 22.1537 14.3804
H 15.1988 13.7604 11.3604
C 19.6323 12.1270 7.8790
C 7.9531 14.1589 11.8625
H 12.6126 20.7277 15.3374
C 15.1309 14.8656 11.3700
H 18.9739 13.6892 6.6504
C 14.0690 10.8851 6.3621
H 16.8052 17.6222 10.2456
C 13.1941 15.6463 8.0335
C 7.2527 15.1773 12.4824
C 14.6378 17.0604 6.9462
N 18.0885 19.3148 8.6296
C 14.8770 12.7319 7.6894
H 19.2165 16.6338 10.7589
H 13.0213 14.6271 8.5097
H 11.6630 18.5423 7.6744
C 20.1902 17.0818 10.7827
F 11.0318 9.6432 9.5996
C 16.0258 16.9707 10.6808
H 23.6971 18.5362 10.9095
H 13.5075 10.4041 5.5818
H 12.8286 17.0696 11.8565
C 9.1173 15.6163 13.9924
C 18.8682 12.2349 10.1219
H 20.1845 11.5928 7.0733
C 11.9452 20.9116 14.5569
H 9.5711 12.7760 12.0569
H 19.7756 19.3857 9.6322
H 14.4899 8.9237 7.2348
C 19.2495 19.8716 8.8431
C 20.5597 17.9529 11.8208
C 21.7850 18.5137 11.7430
C 22.3678 17.2127 9.7884
H 14.8127 18.6752 10.9598
H 7.5350 13.5316 11.0602
H 10.7185 14.1087 13.8094
*
```

---

C55H52BCl2N4O7Sc as an isolated structure in a non-equilibrium geometry. Source: OMol25; level of theory: ωB97M-V with the def2-TZVPD basis set.

The value obtained for the calculated total energy is -124594.2573 eV. The max |F| is 5.4 eV/A.

ORCA input file:
```
! wB97M-V def2-TZVPD RIJCOSX def2/J DEFGRID3
* xyz 0 1
H -3.8547 -0.1382 -4.7533
H 5.4260 0.1097 -0.4151
H -1.7044 3.7670 -1.1989
C 0.1096 -1.0162 -5.0055
H -2.1285 5.0820 -0.1019
H 0.0658 -0.7345 4.7150
H -4.4404 -1.4671 1.5400
H 8.9900 1.4819 5.5221
C 0.4857 -0.8338 3.6803
C -1.8867 3.2320 0.8911
C -2.6453 -0.2568 4.3331
C -2.3559 3.8995 2.2305
C 3.0776 -0.2095 1.2319
H -6.9878 -5.1218 -5.3235
C -4.0613 -1.2851 -0.5048
C 4.8881 1.3872 1.7602
C -3.4401 -2.7159 4.9973
H 0.5861 -1.0143 -5.9488
H 4.6518 -2.7529 -6.8120
H -4.4753 3.8368 2.4261
C 4.9399 -0.6354 3.0145
C -7.7110 -4.3038 -5.3775
H 7.6997 0.3003 5.8307
H -3.3686 3.8968 -0.5648
C -3.7120 -1.6634 5.8857
C -3.6479 3.3715 2.8545
C 3.1880 -0.2710 -0.1624
C 6.0072 -0.1142 3.7006
C 0.7894 -0.7377 -3.6951
H -2.6403 -3.3940 3.0879
H 1.3967 1.9863 -1.2578
H -3.5934 2.2809 2.9490
H -6.0987 -1.0110 7.0727
H 6.4268 -0.7596 4.3855
C 3.5136 -1.8158 -5.3423
C -4.5766 -2.9438 -3.1196
O -4.1485 -1.9316 7.1975
C 2.1349 -0.5468 -3.5494
H -3.6177 0.3995 6.1413
C 4.7867 -0.5960 -6.9912
C 5.9381 1.9063 2.4669
H 4.7258 -1.7088 3.1066
H 0.3720 2.5605 -0.2337
H -1.9978 1.2527 1.6184
H -5.6260 -0.9463 -6.1096
H 3.2052 1.4903 -4.8832
H -2.3592 5.7298 3.3062
N -0.1804 -0.8957 -2.6747
C 4.2934 -1.8033 -6.4350
H 4.5861 1.6076 -6.9145
C 4.2831 0.6011 -6.4547
H 5.6951 -2.5451 -8.7192
C -2.3860 -1.3165 3.4594
H 6.9178 -1.4681 -9.2161
H -5.4329 -1.7846 8.6397
O -1.2298 3.4930 3.1526
H 4.8260 -0.1007 -3.0331
C 6.2950 -1.6983 -8.3762
C -2.8702 -1.1836 -1.2609
O 5.5970 -0.5123 -8.0381
O 7.5416 1.7216 4.2599
Cl 2.6900 2.8722 6.0564
C -0.2441 -0.9072 2.3684
H 6.8964 -2.0511 -7.5306
N 0.6669 -0.7330 1.3923
O 0.4674 2.0075 -1.0379
H -6.0710 -4.3115 -3.5041
C -5.6570 -3.3747 -3.8761
C -6.0737 -2.7159 -5.0677
H 8.7581 0.0008 4.4927
C 3.4032 0.5833 -5.3427
H -2.3011 0.6774 4.0537
C -1.3835 -1.1127 -3.3305
C -2.8599 -2.6351 3.7501
C 4.1442 2.1387 5.5455
H -3.4534 -3.7430 5.3699
H 4.3297 1.8803 0.9589
H -7.9998 -4.0635 -4.3748
C 2.8035 -0.4123 -2.3129
Cl 1.5295 3.3439 2.7971
C -5.3434 -1.5331 -5.2874
H 2.5269 -0.6140 4.1926
Sc 0.1951 -0.2298 -0.7002
C -3.2826 -0.4306 5.5196
O -7.0170 -3.1473 -5.8723
C -2.2587 -1.1492 0.8945
H -3.5638 3.7122 3.9224
C -2.3620 5.4845 2.2722
C -1.2081 -1.2358 -4.7524
H -3.2091 5.8390 1.6857
C 4.4431 -0.1814 -0.8609
C 1.9926 -0.4980 1.9778
C -3.8754 -1.7696 -3.4046
B -0.1331 3.3137 2.3657
C -4.3112 -1.0687 -4.4756
H -1.9872 -1.4981 -5.4606
H 3.3719 -2.7618 -4.8003
C 3.0233 -0.6145 -4.7873
H -1.4085 5.8719 1.8438
H 6.2572 2.9345 2.3709
H 4.5128 2.4997 4.6306
N -1.7667 -1.0801 -0.3102
C -3.6998 -1.2643 0.7943
H -1.7569 1.4470 -0.1400
O -0.4137 3.2218 1.0230
C -1.5471 -1.1746 2.2038
C -2.6349 -1.3478 -2.6619
H -4.7823 -0.3011 8.0819
C 8.3022 0.8065 5.0043
H -5.1013 -1.4059 -0.7593
H -3.4200 1.6697 0.4772
C 4.1538 -0.1154 -2.2222
C 6.4595 1.1580 3.5073
H -4.3225 -3.5884 -2.2800
H -8.6260 -4.4859 -5.9416
C -5.2506 -1.2258 7.7671
C 4.3515 0.1419 2.0261
C -2.3042 1.8016 0.7438
H 4.3625 1.2463 6.0905
C 1.8054 -0.6387 3.3947
N 2.2352 -0.4349 -1.1518
C -2.3148 4.0419 -0.3133
*
```

---

C55H52BrCl6N5O5SeSiTi as an isolated structure in a non-equilibrium geometry. Source: OMol25; level of theory: ωB97M-V with the def2-TZVPD basis set.

The value obtained for the calculated total energy is -317093.7929 eV. Its expectation value of S² is 2.047. The max |F| is 1.2 eV/A.

ORCA input file:
```
! wB97M-V def2-TZVPD RIJCOSX def2/J DEFGRID3
* xyz -2 3
N 1.2707 -3.1864 -3.1118
H 2.8525 -6.7038 -3.9692
H -0.6168 0.0251 -3.9535
H -3.8651 1.9756 -3.7833
C 1.4421 1.5120 -1.1126
O -0.5174 -0.9645 2.9439
C 5.9567 0.6138 -2.0139
Cl -1.5526 -2.5938 5.2473
H 4.5095 1.6696 3.7751
H -3.5317 4.9731 2.9451
C -4.0594 2.2926 2.6261
H 1.3775 -4.9306 -5.9864
H -3.1995 0.9315 5.3741
C 4.0772 -1.6889 4.0042
C -2.7067 -3.8934 3.1396
H 1.4160 -1.0785 -7.2586
H -4.6189 1.9920 4.6855
H 2.9421 0.5819 -6.2794
C -4.6015 2.4998 1.3489
H 0.4939 -2.9185 -5.8846
H 6.7453 0.8576 -2.7301
C 2.9805 0.5504 2.7305
C -5.9692 2.4762 1.1146
C -2.9460 -4.0971 1.7913
C -3.6255 -0.1254 -0.6217
O 1.0731 1.5829 1.7263
C 1.7128 -1.1749 -6.2219
C 5.6638 -0.8866 -2.0004
C -2.9770 1.6628 -1.8467
Se 1.8169 -3.6020 -0.3168
H -6.3465 2.6103 0.1066
H 4.4570 -2.5486 4.5364
C -2.6058 5.1374 2.4002
C 1.1976 -2.2165 -5.4574
C -1.5962 2.2170 4.5611
H 0.2846 1.2213 4.1017
H 0.4122 -6.4738 -3.3880
Cl -3.4714 -4.9157 4.3179
C 1.5858 -2.2924 -4.1311
H 3.1760 0.1906 -1.5376
C -1.5138 -2.2148 1.2536
H 1.1106 -6.6714 -5.8042
C -1.2740 -1.9830 2.6413
C -0.2588 5.5955 1.0025
H -2.9823 7.2403 2.1591
C -6.8508 2.2760 2.1710
C -0.1847 0.0466 -1.8853
H 1.5337 -5.8112 -2.1982
H 0.6606 5.7675 0.4529
C 1.1431 -5.6773 -3.2067
H 6.2799 0.9462 -1.0235
C 1.8384 -5.8654 -5.6642
H 6.6005 -1.4229 -1.8233
C -2.3352 -3.2470 0.8533
H -3.9253 2.6849 0.5226
C 3.0037 -1.8291 3.1301
C 4.6391 -0.4310 4.1703
C -0.5816 4.3103 1.4278
C -4.5661 0.1881 -2.7847
C 1.8766 -2.7999 -1.9470
H 5.0737 1.1984 -2.2852
H -0.8724 7.6565 0.9348
C 0.3955 -4.3440 -3.2220
H -1.8125 0.0658 4.7252
Cl 2.3007 -3.4125 2.9638
C 3.2282 -0.8488 -1.2094
C -1.1162 6.6553 1.2719
H -0.8792 -0.7507 -1.6659
H -7.9202 2.2464 1.9959
C 2.5720 -0.2276 -5.6646
C -4.9717 2.1223 3.6729
H -1.6844 0.8951 6.2821
C -0.0203 0.4708 -3.1662
C 2.4829 -0.7611 2.4176
H 2.6470 2.6754 2.4549
H -3.1117 3.5845 5.3718
H 0.2853 2.1018 5.6348
H 2.6284 -0.9458 -0.3042
H 0.4069 2.9856 4.0951
H -5.0603 -1.4648 -1.4892
H -1.6495 3.4147 6.3678
C 4.1071 0.6840 3.5720
H 2.9756 -4.9536 -4.0687
C -2.0215 3.4715 5.3360
Cl -3.9834 -5.3831 1.2549
Si -2.1578 2.2999 2.7421
N 0.4874 0.5659 -0.7949
H 4.6524 -2.3703 -0.7921
C 1.6798 1.9812 -2.3658
H -1.6177 4.3790 4.8784
C 0.9107 1.5124 -3.4739
Cl -2.6063 -3.4585 -0.8521
C 2.2906 -5.7961 -4.2053
O -0.9178 -1.3704 0.4153
C -1.8727 -2.8448 3.5596
H 5.2909 -1.2040 -2.9801
H 0.0781 3.4823 1.1942
C -6.3472 2.1194 3.4543
C -3.8153 1.3443 -2.9084
C 2.9260 -0.2840 -4.3224
Br -1.9761 3.2801 -1.9132
H -0.1906 -4.2228 -4.1338
C 4.6588 -1.2860 -0.9200
C -2.1147 0.9577 5.2735
N -2.8704 0.9656 -0.7451
C 2.4243 -1.3320 -3.5713
Cl 6.0537 -0.2646 5.2093
O -1.4941 1.1877 1.7753
C -0.0617 2.1291 4.5933
H 2.0311 1.8812 -0.2890
C 1.0638 2.0400 -4.7755
O 1.5968 -0.9070 1.4582
H 4.9550 -0.8503 0.0402
C -1.7570 4.0549 2.1464
C -4.4826 -0.5591 -1.6206
N 1.1904 2.4809 -5.8436
Ti 0.0015 0.0814 1.2341
C -2.2986 6.4205 1.9652
H -3.5437 -0.6459 0.3277
H 2.4475 2.7313 -2.5169
H -7.0262 1.9838 4.2892
N 2.5824 -1.6674 -2.2352
H -5.2261 -0.1172 -3.5888
H -0.2885 -4.3204 -2.3726
H 3.5475 0.4813 -3.8762
C 2.2609 1.6747 2.2737
H 2.6854 -6.0549 -6.3285
*
```